181
Properties=species:S:1:pos:R:3:forces:R:3 method="wB97M-V/def2-TZVPD" smiles=COC[C@H](C)N.COC[C@H](C)N.COC[C@H](C)N.COC[C@H](C)N.COC[C@H](C)N.COCCNCCOC.COCCNCCOC.COCCNCCOC.COCCNCCOC multiplicity=1 e_lumo_ev=0.23 e_tot_ev=-87508.7893 homo_energy_ev=-8.3 gap_ev=8.56 e_above_lowest_ev=4.9604
C -1.49021 -3.10795 -14.73014 0.10 -0.90 0.46
O -2.72939 -2.56490 -15.11642 0.50 0.72 0.64
C -3.15674 -2.83871 -16.42270 -0.97 -0.11 0.41
C -4.52561 -2.15796 -16.62218 -1.71 0.09 -0.45
C -5.74205 -2.69967 -15.82265 1.33 -0.50 0.64
N -4.87606 -2.26363 -18.03549 1.41 0.28 -0.37
H -1.21097 -2.86872 -13.70404 -0.49 0.83 0.00
H -0.62959 -2.84933 -15.34702 -0.18 0.17 -0.43
H -1.55460 -4.19199 -14.63628 -0.03 -0.43 -0.61
H -2.45862 -2.51523 -17.19477 0.16 0.37 -0.02
H -3.26385 -3.91729 -16.53804 -0.14 -0.42 -0.15
H -4.46820 -1.10237 -16.35658 0.50 0.11 -0.01
H -5.47170 -2.71484 -14.76682 -0.31 -0.01 0.22
H -5.96557 -3.72109 -16.13062 0.07 -0.15 -0.02
H -6.65560 -2.12235 -15.96486 0.25 0.28 -0.10
H -5.81551 -1.99830 -18.29460 0.10 -0.36 0.22
H -4.57537 -3.17169 -18.35971 -0.52 -0.05 -0.51
C 3.44253 -10.74488 -13.92511 -1.64 -0.35 -0.15
O 3.19632 -9.61577 -14.72309 0.41 0.95 -0.54
C 2.19483 -9.73895 -15.74939 0.93 -1.18 0.51
C 2.28252 -8.58808 -16.72946 -1.66 1.46 0.92
C 1.56639 -7.35845 -16.06851 1.07 0.03 0.12
N 1.60010 -8.80415 -17.99389 0.45 -0.49 -0.14
H 3.76627 -11.62639 -14.47850 0.59 0.10 -0.31
H 2.47231 -11.05694 -13.53861 -0.19 -0.20 0.58
H 4.08910 -10.52232 -13.07628 0.12 0.23 -0.38
H 2.39302 -10.66392 -16.29092 -0.01 -0.34 -0.19
H 1.20569 -9.83354 -15.30132 -0.27 0.10 0.12
H 3.34536 -8.40702 -16.88976 -0.04 0.27 -0.11
H 1.80691 -6.41369 -16.55603 0.29 -0.05 -0.03
H 1.87393 -7.31751 -15.02359 0.11 0.24 0.04
H 0.47661 -7.37733 -16.05817 -0.10 -0.69 -0.26
H 0.60240 -8.88289 -17.85787 -0.19 0.06 0.13
H 1.89452 -9.68812 -18.38378 0.04 -0.20 -0.35
C -0.21772 -15.57412 -16.90526 0.92 -0.70 -0.21
O 0.26689 -14.97358 -18.09581 -3.75 -1.26 -0.40
C 1.56015 -14.57599 -18.22100 0.37 0.97 0.47
C 1.68346 -13.93952 -19.60681 1.76 0.25 -0.47
C 3.14534 -13.64823 -19.96637 0.77 -0.17 -0.54
N 0.97815 -12.67179 -19.76787 0.19 -0.41 1.49
H -1.27353 -15.84458 -16.92000 -0.29 1.18 -0.49
H 0.05956 -14.98788 -16.02917 -0.17 0.03 0.15
H 0.14899 -16.59595 -16.80786 0.95 -0.09 0.19
H 1.67725 -13.85965 -17.40783 0.96 0.60 -0.01
H 2.24979 -15.40225 -18.04842 0.37 -0.13 -0.34
H 1.31152 -14.65523 -20.33998 -0.08 -0.44 0.10
H 3.69723 -14.49718 -20.36986 -0.18 -0.40 0.18
H 3.78695 -13.23325 -19.18905 -0.41 0.02 0.44
H 3.20789 -12.91501 -20.77046 -0.30 0.12 -0.07
H 0.90873 -12.44282 -20.74912 -0.54 0.00 0.16
H 0.11036 -12.79245 -19.26540 -0.59 0.49 -0.63
C -11.41233 -6.25703 -16.28132 2.02 0.17 -0.69
O -11.09996 -7.28531 -15.34364 -2.56 -0.43 0.21
C -12.15318 -7.34895 -14.34834 0.74 0.11 1.31
C -11.95394 -8.59894 -13.39298 1.01 -0.47 -1.09
C -12.13321 -9.96939 -14.11563 0.26 0.48 0.37
N -12.71826 -8.57766 -12.16578 -1.19 0.61 -0.29
H -12.41350 -5.93483 -16.56762 -0.56 -0.69 0.88
H -10.96958 -6.58507 -17.22178 0.16 0.07 -0.09
H -10.85898 -5.37510 -15.95868 -0.13 0.35 -0.09
H -12.07256 -6.43083 -13.76640 0.36 0.00 0.68
H -13.15292 -7.17653 -14.74697 -0.20 -0.99 -0.63
H -10.91164 -8.52874 -13.08186 0.21 0.06 -0.20
H -12.15011 -10.80067 -13.41080 0.30 0.16 0.43
H -11.28511 -10.16263 -14.77251 -0.42 0.05 -0.50
H -13.11900 -10.05054 -14.57361 0.14 0.26 -0.60
H -12.36297 -9.21822 -11.47040 0.53 0.04 -0.07
H -13.59219 -9.00942 -12.43021 -0.66 0.21 0.34
C -6.41377 -10.13681 -14.55619 -0.21 0.77 -1.65
O -5.14270 -9.58102 -14.28770 0.67 -1.00 1.82
C -4.38141 -9.02122 -15.33237 -1.75 -0.17 -1.94
C -4.05835 -10.00016 -16.53606 -0.50 -1.00 1.18
C -3.41006 -11.24650 -15.98284 0.18 -0.30 0.30
N -3.30615 -9.36694 -17.59481 0.54 0.64 0.29
H -6.94224 -9.40470 -15.16680 -0.34 0.03 -0.39
H -7.10309 -10.32207 -13.73241 0.94 0.28 0.78
H -6.38369 -11.06857 -15.12100 0.32 -0.14 -0.13
H -5.00190 -8.20359 -15.69921 -0.19 0.34 -0.66
H -3.51165 -8.48283 -14.95585 0.31 -0.78 0.34
H -4.89068 -10.44069 -17.08494 -1.35 0.54 0.84
H -4.10030 -11.79712 -15.34371 -0.10 0.37 0.40
H -2.53416 -10.96355 -15.39902 0.28 -0.43 -0.14
H -3.23062 -11.99157 -16.75794 0.65 0.28 -0.26
H -3.79046 -8.49128 -17.73175 0.22 0.51 -0.43
H -3.52967 -9.91265 -18.41477 0.38 0.04 -0.41
C -8.82133 -10.68760 -19.19753 0.54 0.65 -0.10
O -7.91601 -11.04254 -20.20824 0.35 -0.62 0.47
C -7.42266 -12.33967 -19.92434 -0.05 -0.25 -1.41
C -6.45553 -12.69698 -21.03292 -0.21 0.76 -0.32
N -5.32363 -11.77535 -21.00635 1.19 -0.85 0.06
C -4.41265 -11.73974 -22.19355 -1.56 0.53 0.36
C -5.09839 -11.23649 -23.49804 0.27 0.48 0.32
O -5.68292 -9.96984 -23.20303 -0.33 -0.35 0.17
C -6.52821 -9.43661 -24.20971 0.64 -0.30 0.05
H -9.65051 -11.39447 -19.16754 -0.35 0.22 0.02
H -9.08803 -9.65423 -19.41919 -0.53 -0.17 0.22
H -8.29018 -10.71521 -18.24611 -0.17 0.06 0.39
H -8.24361 -13.05532 -19.96904 -0.32 -0.15 0.04
H -6.97338 -12.46195 -18.93880 0.24 0.49 0.22
H -6.95809 -12.55053 -21.98899 -0.58 -0.28 -0.14
H -6.29187 -13.76946 -20.92755 0.95 -0.01 -0.05
H -5.69216 -10.87142 -20.74713 0.16 0.19 -0.45
H -3.97548 -12.73157 -22.30873 -0.06 0.00 -0.21
H -3.60420 -11.03896 -21.98520 -0.01 -0.04 0.18
H -5.82358 -11.93292 -23.91898 -0.37 -0.13 0.23
H -4.36954 -11.07033 -24.29131 0.43 -0.21 -0.08
H -6.91842 -8.49960 -23.81239 -0.12 -0.15 -0.17
H -7.31817 -10.12316 -24.51420 -0.34 -0.11 0.39
H -5.97017 -9.25816 -25.12887 0.26 0.31 -0.12
C -4.11793 -5.96266 -10.51257 -1.31 0.90 -0.95
O -3.42723 -6.22884 -9.35934 1.15 -0.52 0.99
C -2.32527 -7.08710 -9.58415 -0.83 -1.20 0.19
C -1.64740 -7.55541 -8.31797 -0.86 1.35 -0.55
N -2.37974 -8.46294 -7.47038 0.61 -0.88 0.39
C -1.60813 -8.49301 -6.23272 -1.16 -1.31 1.60
C -2.26076 -9.42000 -5.17242 -0.18 0.48 0.38
O -3.40963 -8.74945 -4.60896 -0.63 -1.18 -0.52
C -4.16066 -9.63067 -3.75755 -0.09 1.12 0.47
H -4.85421 -5.21207 -10.22518 0.14 0.32 -0.37
H -4.71295 -6.74862 -10.97768 0.05 -0.91 0.50
H -3.49621 -5.63795 -11.34692 0.36 0.54 0.10
H -1.58255 -6.66342 -10.26014 -0.02 0.33 -0.09
H -2.73862 -7.99172 -10.03013 0.11 -0.28 -0.55
H -1.47709 -6.66750 -7.70910 0.86 0.43 -0.19
H -0.73623 -8.02846 -8.68414 0.27 0.02 0.49
H -3.30732 -8.14983 -7.22205 -0.16 0.36 -0.33
H -1.60381 -7.53410 -5.71448 0.28 0.51 -0.19
H -0.57885 -8.79114 -6.43220 -0.03 -0.11 0.00
H -1.65451 -9.59866 -4.28437 0.85 -0.05 -0.26
H -2.53100 -10.40015 -5.56534 -0.18 -0.02 -0.33
H -4.92257 -9.01939 -3.27389 0.08 0.21 -0.04
H -3.54486 -10.02617 -2.94980 0.31 -0.15 -0.03
H -4.72432 -10.45263 -4.19887 0.43 -0.08 -0.76
C 2.53386 -1.57668 -19.35127 0.41 -0.39 -0.33
O 1.89637 -2.61000 -20.11981 0.68 0.69 0.31
C 0.54617 -2.91056 -19.82133 0.61 0.90 0.86
C 0.07434 -4.01992 -20.73029 -0.82 -0.25 1.20
N -1.36728 -4.14642 -20.61241 -1.58 0.12 -1.18
C -1.91206 -5.41837 -21.11643 0.08 0.88 0.57
C -3.44453 -5.42223 -21.08635 0.77 0.50 -0.38
O -3.84937 -5.41300 -19.72568 -1.58 -0.53 0.38
C -5.26946 -5.69366 -19.56262 0.61 0.10 0.46
H 2.13860 -0.56191 -19.39705 -0.92 -0.11 -0.32
H 3.53768 -1.44472 -19.75504 0.03 -0.41 -0.12
H 2.65927 -1.81146 -18.29427 -0.26 -0.39 0.14
H -0.02273 -1.98120 -19.84843 -0.52 0.08 -0.89
H 0.42591 -3.14666 -18.76403 0.24 -0.72 0.35
H 0.42278 -4.99834 -20.39958 1.18 0.04 -0.07
H 0.42136 -3.79951 -21.73979 -0.31 -0.13 -0.15
H -1.78602 -4.01022 -19.70345 0.63 0.32 0.29
H -1.59800 -6.23126 -20.46170 0.25 -0.49 -0.08
H -1.48302 -5.55067 -22.10967 -0.39 -0.29 -0.15
H -3.81269 -6.28258 -21.64524 -0.17 -0.34 0.22
H -3.81700 -4.52714 -21.58452 -0.09 0.19 -0.10
H -5.55298 -5.80206 -18.51574 0.79 0.03 0.36
H -5.55657 -6.64935 -20.00116 0.10 0.10 -0.53
H -5.92442 -4.87691 -19.86601 0.21 0.10 -0.74
C -4.96791 -14.25745 -10.67314 1.16 1.46 -0.52
O -3.57545 -13.91991 -10.46798 -0.67 -0.98 0.48
C -3.20708 -12.54443 -10.36413 -0.04 -1.33 -0.50
C -1.70148 -12.53519 -10.11594 -0.54 0.42 -0.85
N -1.39878 -12.59181 -8.69610 1.53 -0.89 -0.48
C 0.10630 -12.67393 -8.54648 -0.37 0.87 0.68
C 0.56490 -12.98142 -7.12420 0.32 -0.22 -0.07
O 1.96891 -12.81845 -7.04350 0.55 0.39 0.37
C 2.52035 -13.21251 -5.77287 -0.31 0.57 -1.10
H -5.07590 -15.32045 -10.88871 0.30 0.10 0.27
H -5.26520 -13.69155 -11.55603 -0.46 -0.08 -0.27
H -5.61712 -13.93553 -9.85889 0.11 -0.15 0.31
H -3.75630 -12.04591 -9.56543 0.00 0.11 0.23
H -3.44848 -12.06100 -11.31077 -0.01 0.29 -0.17
H -1.32235 -11.60574 -10.54078 0.14 0.51 -0.13
H -1.18714 -13.28054 -10.72258 -0.33 -0.51 0.32
H -1.66691 -11.64094 -8.48622 0.16 0.14 1.19
H 0.48124 -11.68033 -8.79200 0.46 0.17 -0.03
H 0.65882 -13.35236 -9.19652 -0.79 -0.29 -0.38
H 0.44470 -14.02609 -6.83732 -1.06 -0.09 0.00
H 0.05221 -12.28999 -6.45547 -0.13 -0.12 0.45
H 2.14737 -12.57782 -4.96904 -0.07 0.12 0.10
H 3.59455 -13.06417 -5.88342 -0.08 -0.20 0.18
H 2.27401 -14.24826 -5.53913 0.07 -0.18 -0.05